One molecule with the formula C5H7F2NO2. Source: the Open Molecules 2025 dataset; level of theory: the ωB97M-V functional and the def2-TZVPD basis.

## Properties
Gap between HOMO and LUMO in eV: 10.39
SMILES: O=C(O)CN1CC(F)(F)C1
HOMO level in eV: -9.79
Energy relative to the best compared isomer or geometry (same formula, charge and spin) in kJ/mol: 85.55
LUMO level in Ha: 0.02221
Electronic energy in eV: -16317.4175

Each line ends with the Mulliken charge.
Geometry (Å):
1 F 1.202091 2.074040 -1.674853  -0.311
2 F -0.300210 3.005474 -0.552352  -0.330
3 O -1.885075 -1.786671 0.370083  -0.482
4 O -0.441052 -3.477973 0.239479  -0.553
5 N -0.027132 0.113638 0.541682  -0.281
6 C -0.704973 -2.316946 0.392252  0.487
7 C -0.586734 0.578733 -0.796325  -0.883
8 C 0.368466 1.838548 -0.676965  1.140
9 C 0.506878 -1.203583 0.459801  -0.487
10 C 0.922223 1.214124 0.652027  -0.937
11 H -1.841097 -0.820088 0.613811  0.444
12 H 0.959457 -1.422392 -0.499048  0.313
13 H -1.700427 0.893684 -0.842457  0.392
14 H 1.212734 -1.296437 1.297035  0.468
15 H -0.393187 -0.143668 -1.594758  0.329
16 H 0.718718 1.836064 1.476830  0.344
17 H 1.989321 0.913453 0.593761  0.346

Atoms 1-2, force components in eV/Å:
1.2 -0.5 -0.8
-0.5 0.2 0.7